Run a
Computed, not measured: a 2-piece molecular cluster, C3H12N2OS overall, with ωB97M-V/def2-TZVPD.

Last column: Löwdin charge in e.
Element x y z (Å)
1 H 1.14884 0.83110 -1.56553  0.105
2 C 0.63101 0.03757 0.39249  -0.518
3 O -4.37483 -1.14979 -0.68979  -0.071
4 H -0.02851 1.77211 -0.67887  0.114
5 H -0.87871 0.32180 -2.56934  0.061
6 H 2.70144 0.27051 -0.17285  0.073
7 N -0.19844 0.53758 1.45948  0.035
8 C 0.26640 0.74946 -0.91272  -0.252
9 H 0.54726 -1.05860 0.23720  0.117
10 H 3.87704 -0.60273 2.14332  -0.149
11 N -0.84307 0.07066 -1.59429  -0.006
12 H 2.16328 1.29585 1.16071  0.084
13 H -0.75511 -0.93467 -1.52024  0.058
14 H -3.62147 -1.75503 -0.72927  0.026
15 H -1.18144 0.57778 1.24251  0.076
16 C 2.11410 0.27530 0.74624  -0.552
17 H -4.12596 -0.48543 -1.34434  0.026
18 H -0.01794 0.14488 2.37044  0.055
19 S 2.57613 -0.89832 2.02486  0.717

2S+1 = 1
LUMO energy = 0.778 eV
SMILES = NC[C@H](N)CS.O
Net charge = 0

***

Run b
Computed, not measured: a 2-piece molecular cluster, C3H12N2OS overall, with ωB97M-V/def2-TZVPD.

Last column: Löwdin charge in e.
Element x y z (Å)
1 H -0.96898 -0.34079 2.84030  -0.185
2 H 1.35242 -0.51152 -0.06359  0.091
3 C -0.35751 0.77414 -0.37396  -0.465
4 S -1.63684 0.57691 2.13128  0.719
5 H -2.38407 0.00861 -0.10890  0.067
6 H -1.16258 -1.08223 0.40726  0.052
7 C 0.82281 -0.16799 -0.94925  -0.208
8 H -1.08695 1.03534 -2.31254  0.067
9 N -0.92209 1.51875 -1.45665  0.026
10 H 2.35129 0.38406 -2.23818  0.057
11 C -1.42810 -0.02586 0.42184  -0.516
12 H 0.36814 -0.87259 -1.64214  0.109
13 H 0.22842 1.36190 0.32906  0.106
14 O 0.69895 -2.07416 2.17028  -0.068
15 H -0.64865 2.47960 -1.57916  0.073
16 H 0.82735 -2.89935 2.63891  0.038
17 H 2.46868 1.01571 -0.85911  0.061
18 N 1.74884 0.83717 -1.55364  -0.027
19 H -0.27111 -2.01771 2.19820  0.003

2S+1 = 1
LUMO energy = 0.585 eV
SMILES = NC[C@@H](N)CS.O
Net charge = 0

***

Which one is most stable, and which one is least stable? run a is the most stable of them, while run b is the least stable.

***

Run a
Computed, not measured: a 2-piece molecular cluster, C3H12N2OS overall, with ωB97M-V/def2-TZVPD.

Last column: Löwdin charge in e.
Element x y z (Å)
1 H -0.05102 2.21810 -0.60765  -0.144
2 C 0.07839 -1.95906 0.30645  -0.278
3 H 1.01761 -2.14262 2.14695  0.058
4 H -0.14189 0.05831 0.83944  0.130
5 O -2.31009 4.04134 -0.36822  -0.076
6 C 0.52941 -0.51726 0.17467  -0.511
7 H 2.48739 -1.03202 0.35673  0.077
8 S 0.76179 1.71955 -1.55016  0.729
9 H 0.64804 -0.67063 -1.94885  0.079
10 H 0.47739 -2.50889 -0.54639  0.105
11 H -0.98027 -1.99771 0.05481  0.114
12 H -3.08324 4.40758 -0.81832  0.036
13 H 2.24350 0.61443 0.33418  0.030
14 N 1.87983 -0.27522 0.63325  0.035
15 C 0.22530 0.02908 -1.21513  -0.567
16 H -2.66958 3.20720 -0.01080  0.040
17 H -0.83420 -0.04526 -1.47944  0.071
18 N 0.29953 -2.59695 1.59572  0.009
19 H -0.57789 -2.54997 2.10278  0.063

2S+1 = 1
LUMO energy = 0.514 eV
SMILES = NC[C@@H](N)CS.O
Net charge = 0

***

Run b
Computed, not measured: a 2-piece molecular cluster, C3H12N2OS overall, with ωB97M-V/def2-TZVPD.

Last column: Löwdin charge in e.
Element x y z (Å)
1 H -0.69843 -1.02148 -2.11677  0.075
2 H 1.08663 2.27477 -0.64366  0.111
3 S -0.32392 -2.46560 -0.31187  0.708
4 N 1.79745 -0.65203 -0.16165  -0.036
5 C 0.61617 1.54537 0.00536  -0.266
6 H -1.20843 -1.16635 1.41599  -0.071
7 H -0.30208 -3.17359 -1.43286  -0.161
8 H -2.51291 -0.57758 2.06598  0.060
9 O -1.57223 -0.79005 2.22799  -0.085
10 H -1.43016 -0.25068 -0.50348  0.055
11 H 2.31321 -1.28861 -0.84400  0.106
12 H -0.89937 2.95669 0.61732  0.097
13 H 2.42775 -0.19602 0.42213  0.030
14 H 1.17336 1.58930 0.87460  0.074
15 H -0.85564 1.39852 1.41664  0.098
16 C -0.56222 -0.78032 -1.01200  -0.459
17 N -0.71850 1.91219 0.45690  -0.043
18 H 0.94355 0.49223 -1.75350  0.105
19 C 0.72576 0.19325 -0.72310  -0.398

2S+1 = 1
LUMO energy = 0.727 eV
SMILES = NC[C@@H](N)CS.O
Net charge = 0

***

Which one is most stable, and which one is least stable? run a is the most stable of them, while run b is the least stable.